# 1
# C51H44BrGeN4NaO3Si

A molecular structure, C51H44BrGeN4NaO3Si (ωB97M-V/def2-TZVPD, the Open Molecules 2025 dataset).

Output
2S+1: 1
Gap between HOMO and LUMO (alpha / beta): 0.1521 / 0.1187 Ha
Max |F|: 0.38 eV Å⁻¹
Net charge: -2
Lowest unoccupied orbital energy (alpha / beta): 3.53 / 3.54 eV
Energy above the lowest of the compared OMol25 structures with the same formula, charge and spin: 0.000 eV

```
106
Properties=species:S:1:pos:R:3:mulliken_charge:R:1
Na 1.35 -1.96 -0.33 0.9282
Br 1.26 -9.24 1.57 -0.2809
C 0.81 -7.42 1.19 -0.0795
C -0.06 -7.15 0.15 -0.7444
C -0.40 -5.82 -0.09 -0.0091
C 0.12 -4.81 0.68 -0.0663
O -0.30 -3.52 0.49 0.1894
C 1.09 -5.06 1.69 1.0585
C 1.75 -4.04 2.45 -0.9507
N 1.87 -2.77 2.06 0.0921
C 2.37 -1.86 2.91 0.2073
C 2.45 -2.00 4.31 -0.8116
C 2.96 -0.99 5.12 -0.8633
C 3.42 0.19 4.61 -1.1005
C 3.38 0.39 3.21 1.9131
C 3.85 1.57 2.60 -0.8390
C 3.80 1.71 1.24 -0.5905
C 3.25 0.67 0.48 -0.6806
N 2.80 -0.45 1.01 -0.1150
C 2.85 -0.61 2.35 -0.0706
C 1.39 -6.42 1.95 -0.9695
H -0.47 -7.95 -0.46 0.4372
H -1.08 -5.56 -0.89 0.5855
H 2.28 -4.39 3.34 0.1889
H 2.05 -2.89 4.78 0.3277
H 2.97 -1.15 6.20 0.3408
H 3.82 0.98 5.25 0.3478
H 4.26 2.36 3.22 0.3546
H 4.15 2.61 0.74 0.4862
H 3.16 0.75 -0.60 0.5114
H 2.09 -6.67 2.73 0.4585
N -0.31 -6.42 -6.42 -0.7489
C 0.02 -5.78 -5.50 0.1823
C 0.42 -5.03 -4.39 0.3622
C -0.45 -4.11 -3.71 -0.8244
C 0.00 -3.40 -2.64 -0.4330
N 1.26 -3.49 -2.11 0.1354
C 2.09 -4.34 -2.77 -0.6696
C 1.75 -5.10 -3.86 -0.7286
H -1.47 -3.97 -4.05 0.4616
H -0.67 -2.70 -2.16 0.3166
H 3.09 -4.43 -2.36 0.3494
H 2.49 -5.76 -4.30 0.3552
O -1.53 0.92 -1.20 -0.6995
C -0.37 0.72 -1.61 0.0406
O 0.38 -0.25 -1.33 -0.4070
C 0.21 1.76 -2.59 -0.5679
C -0.63 3.03 -2.68 -1.3015
Ge -0.43 4.24 -1.16 1.8496
C 1.38 5.03 -1.22 -0.1085
C 1.83 5.64 -2.39 -0.3625
C 3.09 6.22 -2.46 -0.6028
C 3.92 6.19 -1.35 -0.4350
C 3.48 5.60 -0.17 -0.6274
C 2.22 5.02 -0.11 -0.0029
C -0.68 3.51 0.63 -0.5675
C -1.60 4.08 1.50 -0.2769
C -1.70 3.63 2.82 -0.8444
C -0.87 2.62 3.27 -0.6762
C 0.05 2.05 2.41 -0.8261
C 0.14 2.48 1.10 0.7782
C -1.64 5.76 -1.40 -0.3441
C -1.39 6.99 -0.78 -0.1130
C -2.25 8.07 -0.95 -0.6690
C -3.37 7.95 -1.75 -0.3787
C -3.64 6.74 -2.38 -0.5972
C -2.78 5.66 -2.21 -0.4439
H 0.22 1.25 -3.56 0.5064
H 1.25 1.96 -2.35 0.0970
H -1.68 2.78 -2.81 0.5326
H -0.32 3.64 -3.55 0.4636
H 1.19 5.66 -3.27 0.2619
H 3.43 6.68 -3.38 0.3840
H 4.91 6.64 -1.39 0.3533
H 4.13 5.57 0.70 0.4208
H 1.89 4.55 0.80 0.4384
H -2.24 4.89 1.17 0.3595
H -2.43 4.08 3.48 0.3486
H -0.94 2.27 4.29 0.3889
H 0.71 1.25 2.75 0.1855
H 0.86 2.00 0.44 0.5887
H -0.51 7.10 -0.16 0.3977
H -2.03 9.01 -0.45 0.3684
H -4.04 8.79 -1.89 0.3549
H -4.52 6.63 -3.01 0.3749
H -3.01 4.72 -2.70 0.3094
C -1.20 -1.05 1.54 0.1891
Si -1.60 -2.82 1.27 0.4613
C -1.89 -3.70 2.89 -1.4371
C -3.12 -3.04 0.19 0.6024
C -3.79 -4.27 0.13 -0.3961
C -4.87 -4.45 -0.72 -0.6493
C -5.30 -3.41 -1.53 -0.3832
C -4.65 -2.19 -1.49 -0.6789
C -3.56 -2.00 -0.64 -0.3140
H -2.03 -0.55 2.07 0.6194
H -1.01 -0.48 0.63 -0.5458
H -0.32 -0.99 2.19 -0.2608
H -2.78 -3.29 3.37 0.4534
H -1.04 -3.58 3.56 0.3051
H -2.06 -4.77 2.74 0.3131
H -3.44 -5.10 0.74 0.2535
H -5.36 -5.42 -0.77 0.3763
H -6.14 -3.55 -2.20 0.3474
H -4.97 -1.37 -2.13 0.4231
H -3.04 -1.05 -0.64 0.3565
```

---

# 2
# C51H46N5O5P2Tl

A molecular structure, C51H46N5O5P2Tl at a distorted geometry (ωB97M-V/def2-TZVPD, the Open Molecules 2025 dataset).

Output
2S+1: 1
Gap between HOMO and LUMO: 0.1781 Ha
Max |F|: 1.58 eV Å⁻¹
Net charge: -2
Lowest unoccupied orbital energy: 3.96 eV

```
110
Properties=species:S:1:pos:R:3:mulliken_charge:R:1
Tl -0.44 0.53 -0.38 1.5374
O 0.00 3.18 -1.34 -0.7989
C -1.14 3.36 -1.85 0.4929
C -2.01 4.37 -1.34 -0.7358
C -3.25 4.62 -1.85 -0.3088
C -3.73 3.89 -2.94 -0.5994
C -2.92 2.90 -3.47 -0.5400
C -1.66 2.60 -2.97 1.1236
C -0.95 1.49 -3.57 -0.9701
N 0.04 0.90 -3.03 0.3931
N 0.65 -0.13 -3.68 -0.9176
C 1.21 -1.02 -2.89 -0.4350
O 1.21 -1.06 -1.63 -0.1077
C 1.86 -2.15 -3.62 0.4248
C 2.08 -3.34 -2.93 -0.0635
C 2.68 -4.41 -3.57 -0.8383
C 3.07 -4.31 -4.90 -0.2955
C 2.85 -3.13 -5.59 -0.6304
C 2.25 -2.05 -4.95 -0.4506
H -1.65 4.93 -0.48 0.3430
H -3.88 5.38 -1.40 0.3052
H -4.72 4.08 -3.34 0.3170
H -3.30 2.30 -4.30 0.2669
H -1.35 1.14 -4.54 0.1690
H 1.77 -3.40 -1.90 0.5582
H 2.85 -5.34 -3.04 0.4196
H 3.54 -5.15 -5.39 0.3671
H 3.15 -3.05 -6.63 0.3567
H 2.08 -1.12 -5.47 0.4553
C -4.71 -5.71 -1.61 -0.7771
O -3.72 -6.15 -0.73 -0.4548
C -2.82 -5.21 -0.25 1.2529
C -1.85 -5.74 0.62 -1.0939
C -0.93 -4.90 1.18 -1.1466
C -0.89 -3.51 0.93 -0.3368
C 0.09 -2.70 1.58 1.0406
C 1.03 -3.37 2.58 -1.7834
O 0.24 -1.47 1.41 0.5019
C -1.85 -2.95 -0.02 -0.1615
O -1.91 -1.76 -0.38 -0.4654
C -2.82 -3.88 -0.55 -0.3260
H -5.32 -6.59 -1.85 0.2285
H -4.27 -5.31 -2.53 0.3117
H -5.34 -4.94 -1.15 0.2929
H -1.84 -6.80 0.82 0.3789
H -0.20 -5.33 1.86 0.3901
H 0.48 -3.90 3.35 0.4817
H 1.62 -2.58 3.04 -0.2820
H 1.69 -4.05 2.06 0.5924
H -3.54 -3.45 -1.23 0.3358
N 2.05 0.10 2.62 -0.2914
P 0.33 0.27 2.80 0.8587
C 0.35 1.77 3.90 0.5691
C 1.09 2.88 3.51 -0.3312
C 0.98 4.09 4.16 -0.8752
C 0.10 4.23 5.22 -0.4464
C -0.69 3.15 5.59 -0.7485
C -0.57 1.94 4.94 -0.6768
C -0.05 -0.93 4.15 -0.2632
C 0.77 -1.23 5.23 -0.1949
C 0.34 -2.12 6.20 -0.7414
C -0.92 -2.71 6.11 -0.6006
C -1.74 -2.41 5.03 -0.8579
C -1.31 -1.53 4.06 -0.0335
P 2.45 0.47 0.95 -0.2520
C 3.95 1.54 1.25 0.4891
C 4.13 2.68 0.47 -0.5743
C 5.30 3.41 0.54 -0.4992
C 6.32 3.01 1.40 -0.5049
C 6.14 1.90 2.21 -0.7385
C 4.96 1.18 2.14 -0.5611
C 3.49 -0.97 0.49 1.6058
C 3.87 -1.99 1.34 -0.2967
C 4.58 -3.07 0.84 -0.8169
C 4.92 -3.13 -0.50 -0.6563
C 4.60 -2.07 -1.33 -0.5702
C 3.87 -1.00 -0.84 -0.9447
H 2.55 0.71 3.27 0.5133
H 1.76 2.80 2.65 0.1404
H 1.57 4.94 3.84 0.4267
H 0.00 5.17 5.73 0.3560
H -1.41 3.26 6.39 0.3703
H -1.19 1.10 5.22 0.2936
H 1.75 -0.78 5.30 0.3668
H 0.97 -2.36 7.04 0.3586
H -1.25 -3.40 6.87 0.3338
H -2.72 -2.87 4.96 0.4275
H -1.92 -1.29 3.21 0.5087
H 3.34 2.98 -0.20 0.6429
H 5.44 4.28 -0.09 0.4119
H 7.26 3.56 1.42 0.3409
H 6.93 1.59 2.88 0.4001
H 4.85 0.30 2.75 0.2901
H 3.61 -1.95 2.39 0.3981
H 4.84 -3.89 1.50 0.3990
H 5.44 -3.99 -0.89 0.3910
H 4.89 -2.10 -2.38 0.3530
H 3.57 -0.18 -1.48 0.3851
C -6.33 0.27 2.49 -0.9988
N -5.19 0.65 1.69 0.2156
C -5.22 1.09 0.39 -0.8077
C -3.92 1.32 0.03 0.0300
N -3.11 1.04 1.08 0.1704
C -3.88 0.64 2.04 -0.2141
H -7.14 0.99 2.34 0.3488
H -6.05 0.28 3.54 0.3106
H -6.68 -0.73 2.22 0.3017
H -6.15 1.19 -0.14 0.4427
H -3.53 1.68 -0.90 -0.0313
H -3.56 0.34 3.02 0.2598
```

---

Result set for E_tot: -204562.2658; -94593.4585 eV, one per record in the order listed.